[1]
This record from OMol25 describes a structure of composition C28H47BrCaNO3P3 in a non-equilibrium geometry. The level of theory is ωB97M-V/def2-TZVPD.

Properties
E_HOMO, eV: -11.617
DFT total energy, hartree: -5650.7242
Total charge: +2
Frontier orbital gap, eV: 4.0
Spin multiplicity: 1
Energy relative to the best compared isomer or geometry (same formula, charge and spin), eV: 0.859
E_LUMO, eV: -7.573

Structure (XYZ):
```
84
C28H47BrCaNO3P3 (ωB97M-V/def2-TZVPD)
C -1.5621 6.7251 -4.5189
C -1.7879 5.3462 -4.6195
C -2.0399 4.7808 -5.8818
C -1.6620 5.5162 -7.0077
N -1.2417 6.7759 -6.8972
C -1.2316 7.3921 -5.7183
C -1.5562 4.4113 -3.5258
C -0.8009 3.4085 -3.4279
C 0.2222 2.4430 -3.3347
C 1.2105 2.6350 -2.3453
C 2.0156 1.5729 -1.9920
C 1.8538 0.3079 -2.5871
C 1.0542 0.1997 -3.7484
C 0.2401 1.2584 -4.1236
Ca -2.1506 3.1266 -1.5922
P 2.9014 -1.0331 -1.9703
H -2.4201 3.7646 -5.9738
H -1.6139 7.2538 -3.5697
H -1.7119 5.0611 -7.9978
H -0.9544 8.4511 -5.7025
H -0.4355 1.2055 -4.9848
H 1.3315 3.6277 -1.9053
H 1.0504 -0.7216 -4.3378
H 2.8066 1.7385 -1.2580
C 2.0375 -2.0027 -0.7069
C 2.4936 -3.4575 -0.5374
H 0.9687 -1.8881 -0.9553
H 2.2081 -1.4451 0.2332
H 2.1770 -3.7969 0.4595
H 2.0333 -4.1133 -1.2894
H 3.5876 -3.5298 -0.5947
C 3.4652 -1.8554 -3.4664
C 3.9268 -0.9184 -4.5970
H 2.6704 -2.5365 -3.8040
H 4.2962 -2.4793 -3.1204
H 4.0899 -1.4894 -5.5186
H 3.2083 -0.1252 -4.8289
H 4.8846 -0.4479 -4.3422
C 4.3480 -0.2746 -1.1717
C 5.5499 -1.2129 -1.1012
H 4.0194 0.0412 -0.1695
H 4.5901 0.6326 -1.7421
H 6.4135 -0.6544 -0.7174
H 5.3614 -2.0593 -0.4249
H 5.8248 -1.6095 -2.0897
Br -1.2988 0.1233 -1.6568
P -2.7458 -2.7573 -3.8399
C -0.9139 -3.0450 -3.7668
C -0.5861 -4.5180 -4.0547
H -0.5544 -2.7367 -2.7706
H -0.4461 -2.3831 -4.5144
H 0.4994 -4.6642 -4.1369
H -0.9545 -5.1704 -3.2509
H -1.0405 -4.8418 -5.0019
C -3.2051 -2.6697 -2.0757
C -4.5305 -3.3855 -1.8025
H -3.2425 -1.6105 -1.7960
H -2.3985 -3.1346 -1.4949
H -4.7633 -3.3828 -0.7344
H -5.3631 -2.9033 -2.3203
H -4.4868 -4.4289 -2.1275
C -2.8404 -1.0813 -4.5620
C -3.1161 -1.2074 -6.0663
H -1.9141 -0.5252 -4.3683
H -3.6615 -0.5606 -4.0548
H -3.3899 -0.2416 -6.5011
H -2.2362 -1.5732 -6.6072
H -3.9417 -1.9037 -6.2556
C 2.0210 1.1516 2.1070
O 1.2824 1.4466 0.9006
P -0.3371 1.2600 0.8472
O -0.6782 1.4819 2.4104
C -1.9434 1.3373 3.0664
O -0.8004 2.8045 0.2303
C -0.1773 4.0179 0.7221
H 2.2907 0.0891 2.1382
H 1.4724 1.4428 3.0104
H 2.9553 1.7171 2.0789
H -2.7153 1.9876 2.6344
H -2.2995 0.2967 3.0738
H -1.7791 1.6616 4.0956
H -0.9099 4.8262 0.6223
H 0.0954 3.8749 1.7691
H 0.7144 4.2165 0.1229
```

[2]
This record from OMol25 describes an isolated molecule of C6H12O. The level of theory is ωB97M-V/def2-TZVPD.

Properties
E_HOMO, eV: -8.940
DFT total energy, hartree: -310.9858
Frontier orbital gap, eV: 10.0
Spin multiplicity: 1
Energy relative to the best compared isomer or geometry (same formula, charge and spin), eV: 1.999
Structure (SMILES): CO[C@]1(C)C[C@H]1C
E_LUMO, eV: 1.013

Structure (XYZ):
```
19
C6H12O (ωB97M-V/def2-TZVPD)
C -0.0125 -2.2790 -0.5424
O 0.9335 -1.2524 -0.6673
C 0.6424 0.0097 -0.0994
C 1.6622 0.9643 -0.7198
C 0.3931 0.2412 1.3783
C -0.7618 0.2674 0.4050
C -1.7536 1.3698 0.0773
H 0.3678 -3.1194 -1.1289
H -1.0019 -1.9976 -0.9301
H -0.1478 -2.5856 0.5045
H 2.5660 0.3608 -0.8779
H 1.9505 1.7623 -0.0291
H 1.3873 1.3828 -1.6914
H 0.7506 1.2071 1.7292
H 0.4533 -0.5617 2.1105
H -1.3149 -0.6598 0.5272
H -2.7138 1.1355 0.5574
H -1.9475 1.3833 -1.0016
H -1.4530 2.3715 0.3984
```